(1)
Below is a single C2H4N2O molecule, with properties calculated with ωB97M-V/def2-TZVPD.

Properties
* structure (SMILES): [H]/N=C/NC=O
* electronic energy: -263.33138 hartree
* energy above the lowest of the compared OMol25 structures with the same formula, charge and spin: 0.868 eV
* HOMO-LUMO gap: 11.11 eV
* F_max: 0.0118 hartree/bohr

Each line ends with the natural charge from an NBO analysis.
Cartesian coordinates (Å):
H1 0.132 -0.278 2.588  0.347
N1 -0.212 0.207 1.760  -0.610
C1 0.561 0.031 0.776  0.261
N2 0.253 0.662 -0.475  -0.700
C2 -0.658 -0.095 -1.262  0.545
O1 -1.837 0.136 -1.306  -0.520
H2 1.483 -0.555 0.792  0.162
H3 -0.234 1.525 -0.253  0.395
H4 -0.193 -0.884 -1.870  0.120


(2)
Below is a 2-piece molecular cluster, C2H4N2O overall in a non-equilibrium geometry, with properties calculated with ωB97M-V/def2-TZVPD.

Properties
* electronic energy: -263.20562 hartree
* energy above the lowest of the compared OMol25 structures with the same formula, charge and spin: 4.290 eV
* HOMO-LUMO gap: 10.04 eV
* F_max: 0.0479 hartree/bohr

Each line ends with the natural charge from an NBO analysis.
Cartesian coordinates (Å):
C1 1.586 1.002 -0.868  0.292
C2 -1.575 0.538 1.975  -0.085
N1 -2.406 0.573 -0.237  -0.477
N2 -1.889 0.460 0.846  -0.004
O1 1.335 0.766 -2.001  -0.480
H1 1.527 0.300 0.046  0.093
H2 -0.579 0.406 2.382  0.210
H3 1.847 2.047 -0.541  0.095
H4 -2.725 -0.280 -0.716  0.356


(3)
Below is a single C2H4N2O molecule in a non-equilibrium geometry, with properties calculated with ωB97M-V/def2-TZVPD.

Properties
* structure (SMILES): N1O[C@@H]2N[C@H]12
* electronic energy: -263.17768 hartree
* energy above the lowest of the compared OMol25 structures with the same formula, charge and spin: 5.050 eV
* HOMO-LUMO gap: 10.15 eV
* F_max: 0.0468 hartree/bohr

Each line ends with the natural charge from an NBO analysis.
Cartesian coordinates (Å):
N1 0.457 -1.126 0.525  -0.315
O1 0.593 0.329 1.294  -0.372
C1 0.460 0.911 0.028  0.172
N2 -0.876 0.783 -0.436  -0.602
C2 -0.011 -0.374 -0.595  0.004
H1 -0.168 -1.946 0.719  0.346
H2 1.194 1.619 -0.343  0.208
H3 -1.530 0.723 0.336  0.357
H4 -0.119 -0.920 -1.529  0.202


(4)
Below is a single C2H4N2O molecule in a non-equilibrium geometry, with properties calculated with ωB97M-V/def2-TZVPD.

Properties
* structure (SMILES): N#C[C@H](N)O
* electronic energy: -263.32305 hartree
* energy above the lowest of the compared OMol25 structures with the same formula, charge and spin: 1.095 eV
* HOMO-LUMO gap: 11.24 eV
* F_max: 0.0393 hartree/bohr

Each line ends with the natural charge from an NBO analysis.
Cartesian coordinates (Å):
N1 2.287 0.281 0.454  -0.294
C1 1.240 -0.032 0.120  0.220
C2 -0.166 -0.288 -0.079  0.140
N2 -0.849 0.998 -0.376  -0.806
O1 -0.609 -0.900 1.124  -0.687
H1 -0.311 -1.026 -0.809  0.189
H2 -1.310 0.977 -1.303  0.379
H3 -0.171 1.764 -0.352  0.382
H4 -0.111 -1.773 1.222  0.475


(5)
Below is a single C2H4N2O molecule in a non-equilibrium geometry, with properties calculated with ωB97M-V/def2-TZVPD.

Properties
* structure (SMILES): [H]/N=C/NC=O
* electronic energy: -263.35124 hartree
* energy above the lowest of the compared OMol25 structures with the same formula, charge and spin: 0.327 eV
* HOMO-LUMO gap: 10.76 eV
* F_max: 0.0620 hartree/bohr

Each line ends with the natural charge from an NBO analysis.
Cartesian coordinates (Å):
H1 -2.430 -0.832 -0.023  0.358
N1 -1.391 -0.811 -0.107  -0.681
C1 -0.921 0.345 -0.013  0.284
N2 0.438 0.584 0.040  -0.664
C2 1.410 -0.450 0.057  0.545
O1 2.580 -0.267 -0.089  -0.552
H2 -1.422 1.330 0.175  0.155
H3 0.819 1.513 -0.345  0.412
H4 0.918 -1.413 0.305  0.144


(6)
Below is a single C2H4N2O molecule in a non-equilibrium geometry, with properties calculated with ωB97M-V/def2-TZVPD.

Properties
* electronic energy: -263.17068 hartree
* energy above the lowest of the compared OMol25 structures with the same formula, charge and spin: 5.241 eV
* HOMO-LUMO gap (spin up / spin down): 9.32 / 8.29 eV
* F_max: 0.0759 hartree/bohr

Each line ends with the natural charge from an NBO analysis.
Cartesian coordinates (Å):
C1 -0.268 0.123 1.394  0.056
C2 0.328 0.286 -1.056  -0.433
N1 -0.679 -0.722 2.208  -0.150
N2 -0.232 -0.377 0.137  0.012
O1 -0.429 -1.640 0.067  -0.326
H1 0.121 1.138 1.423  0.197
H2 -0.342 0.050 -1.884  0.224
H3 0.313 1.287 -0.862  0.200
H4 1.189 -0.145 -1.427  0.220